# 1
{"formula": "C24H48N4O8PPdSe2", "method": "ωB97M-V/def2-TZVPD", "elements": ["Pd", "O", "C", "C", "C", "O", "C", "Se", "C", "Se", "H", "H", "H", "H", "H", "H", "H", "H", "H", "H", "C", "O", "H", "H", "H", "H", "C", "N", "C", "C", "C", "N", "C", "O", "N", "H", "H", "H", "H", "H", "H", "H", "C", "C", "C", "C", "O", "P", "O", "O", "O", "C", "C", "C", "C", "H", "H", "H", "H", "H", "H", "H", "H", "H", "H", "H", "H", "H", "H", "H", "H", "H", "H", "C", "C", "C", "C", "C", "N", "H", "H", "H", "H", "H", "H", "H", "H", "H"], "positions_angstrom": [[12.1187, 12.1490, 11.3297], [15.8164, 10.1556, 15.5199], [15.6831, 11.5995, 15.3944], [14.6113, 12.0177, 14.3049], [14.7375, 13.5637, 14.3605], [13.8745, 14.3229, 13.4725], [13.2456, 11.5606, 14.8298], [11.6168, 11.9567, 13.7434], [15.0958, 11.3676, 13.0177], [14.5232, 12.0993, 11.2745], [16.5587, 9.9863, 16.1310], [16.6466, 12.0705, 15.1076], [15.3638, 12.0378, 16.3671], [15.8062, 13.8087, 14.1446], [14.5285, 13.8884, 15.3942], [14.4301, 15.0065, 13.0428], [13.0603, 12.0442, 15.8094], [13.1783, 10.4745, 14.9445], [14.7651, 10.3164, 12.9228], [16.1917, 11.4588, 12.9266], [10.2404, 15.0790, 12.4030], [11.5046, 14.7205, 11.7769], [10.2601, 16.1307, 12.7534], [9.9665, 14.4402, 13.2659], [9.4512, 14.9889, 11.6461], [12.0960, 14.3402, 12.4857], [12.5261, 10.1878, 6.5359], [12.2585, 11.4791, 7.1224], [11.4312, 12.3317, 6.4630], [11.0807, 13.4966, 7.0202], [11.5494, 13.7475, 8.3489], [12.3341, 12.9085, 9.0118], [12.7641, 11.7646, 8.3890], [13.5926, 10.9953, 8.8880], [11.1864, 14.9018, 8.9177], [12.9205, 10.3426, 5.5182], [11.6069, 9.5653, 6.4922], [13.2841, 9.6711, 7.1224], [11.1021, 12.0267, 5.4586], [10.4696, 14.2192, 6.4998], [10.5513, 15.5172, 8.4380], [11.3739, 15.0626, 9.8980], [9.1487, 6.3326, 10.7711], [10.0816, 7.4649, 10.3632], [11.3274, 7.0031, 9.6256], [9.3157, 8.5694, 9.6774], [10.4879, 7.9779, 11.6551], [11.6910, 8.8951, 12.0705], [11.3867, 9.3228, 13.4801], [11.8636, 9.9260, 10.9365], [13.0236, 8.0159, 12.0735], [13.3917, 6.9329, 12.9679], [12.1813, 6.0611, 13.2655], [13.9774, 7.5855, 14.2006], [14.4628, 6.1731, 12.2000], [8.7159, 5.8695, 9.8613], [8.3502, 6.7047, 11.4316], [9.7244, 5.5656, 11.3289], [10.9704, 6.4743, 8.7113], [11.9106, 6.2884, 10.2445], [11.9776, 7.8434, 9.3092], [9.0066, 8.2375, 8.6606], [9.9659, 9.4593, 9.6064], [8.4086, 8.7738, 10.2712], [11.3571, 6.6519, 13.6892], [12.4862, 5.2609, 13.9755], [11.8283, 5.5575, 12.3446], [13.2121, 8.1535, 14.7326], [14.7980, 8.2759, 13.9313], [14.3836, 6.7677, 14.8524], [14.0551, 5.6746, 11.2991], [14.9147, 5.3959, 12.8454], [15.2618, 6.8702, 11.8818], [6.5404, 11.6379, 10.1330], [7.3343, 11.9704, 11.3963], [7.2895, 10.8463, 12.4346], [6.9111, 13.2972, 11.9964], [8.7199, 12.0893, 11.0200], [9.8805, 12.1971, 10.8806], [5.4663, 11.5051, 10.3515], [6.9314, 10.6838, 9.6959], [6.6370, 12.4539, 9.3976], [6.2289, 10.6856, 12.7271], [7.8938, 11.1446, 13.3176], [7.7107, 9.9120, 12.0241], [5.8335, 13.2823, 12.2638], [7.0526, 14.1323, 11.2655], [7.4790, 13.5200, 12.9186]], "max_force_ev_per_a": 4.368, "s_squared": 6.015, "spin_multiplicity": 5, "e_tot_ev": -191465.3577, "lumo_ev": [-1.8, -4.4], "charge": 1}


# 2
{"formula": "C11H14NO", "method": "ωB97M-V/def2-TZVPD", "elements": ["C", "C", "C", "C", "C", "C", "C", "C", "C", "C", "C", "N", "O", "H", "H", "H", "H", "H", "H", "H", "H", "H", "H", "H", "H", "H", "H"], "positions_angstrom": [[0.0365, 2.2020, 1.0036], [0.7239, 2.1899, -0.0765], [-2.0899, 1.6308, -0.4911], [-1.5372, 1.6577, 0.8734], [-1.8212, 0.5137, -1.2320], [-0.9669, 0.4448, 1.4158], [-1.1875, -0.7410, -0.7312], [-0.5976, -0.6401, 0.5829], [1.6728, -3.4335, 0.9950], [1.0544, 1.9786, -1.3470], [0.3056, -1.5464, 1.0790], [1.7955, 1.0183, -1.8587], [0.6799, -2.5405, 0.3723], [0.2100, 2.5220, 1.9638], [-2.6548, 2.3812, -1.0460], [-2.0425, 2.2219, 1.6123], [-2.0438, 0.5974, -2.3280], [-0.6230, 0.5396, 2.4279], [-1.7655, -1.5818, -0.6841], [2.5378, -2.8798, 0.6495], [1.7007, -4.4313, 0.6364], [1.7134, -3.2020, 2.0461], [0.7401, 2.7172, -2.1744], [0.8311, -1.4164, 2.0305], [2.0613, 0.1135, -1.4312], [1.7545, 0.6609, -2.8593], [-0.4877, -0.9764, -1.4290]], "max_force_ev_per_a": 6.169, "e_tot_ev": -15159.6112, "lumo_ev": [-4.5, -4.5], "charge": 1, "de_lowest_ev": 3.541}


# 3
{"formula": "C38H72AgF4N5O2S2Si6Te2", "method": "ωB97M-V/def2-TZVPD", "elements": ["Ag", "C", "C", "N", "C", "C", "C", "C", "N", "C", "C", "F", "C", "F", "C", "C", "F", "C", "F", "H", "H", "H", "H", "H", "H", "H", "H", "H", "H", "H", "H", "H", "H", "H", "C", "Si", "C", "C", "C", "Te", "C", "Si", "C", "C", "C", "H", "H", "H", "H", "H", "H", "H", "H", "H", "H", "H", "H", "H", "H", "H", "H", "H", "H", "H", "H", "H", "H", "N", "C", "C", "C", "C", "C", "C", "S", "O", "O", "N", "C", "S", "C", "C", "N", "H", "H", "H", "H", "H", "H", "H", "H", "C", "Si", "C", "C", "Si", "Te", "Si", "C", "C", "C", "Si", "C", "C", "C", "H", "H", "H", "H", "H", "H", "H", "H", "H", "H", "H", "H", "H", "H", "H", "H", "H", "H", "H", "H", "H", "H", "H", "H", "H", "H", "H"], "positions_angstrom": [[-0.1240, 0.8307, 1.1825], [3.8598, 1.2800, 1.7971], [2.8495, 1.9713, 2.6929], [1.6267, 1.2023, 2.8765], [1.8826, -0.1025, 3.5266], [1.9838, -1.2851, 2.5671], [0.6739, 1.9841, 3.6991], [0.1849, 3.3036, 3.1096], [-0.4403, 3.1498, 1.7968], [-1.3180, 4.0648, 1.4081], [-2.0097, 3.9174, 0.1603], [-1.6593, 2.8982, -0.6340], [-3.0457, 4.7152, -0.2373], [-3.6768, 4.4256, -1.3940], [-3.4777, 5.8109, 0.4997], [-2.7455, 6.0684, 1.6397], [-3.0452, 7.1714, 2.3633], [-1.7110, 5.2741, 2.0726], [-1.0249, 5.7187, 3.1602], [4.6808, 1.9645, 1.5868], [3.3899, 0.9999, 0.8491], [4.2771, 0.3873, 2.2686], [2.5816, 2.9257, 2.2415], [3.3027, 2.1769, 3.6773], [1.0672, -0.3133, 4.2126], [2.7975, -0.0329, 4.1374], [1.0634, -1.3705, 1.9827], [2.0952, -2.2104, 3.1428], [2.8139, -1.1992, 1.8657], [1.1193, 2.2184, 4.6835], [-0.1921, 1.3511, 3.8897], [1.0169, 4.0189, 3.0596], [-0.5056, 3.6888, 3.8628], [-4.3057, 6.4291, 0.1860], [-1.4686, -0.0292, -4.6704], [-2.5853, -1.2315, -3.7844], [-3.0943, -2.5807, -4.9989], [-4.1454, -0.2794, -3.3649], [-1.7030, -2.0009, -2.3388], [-1.7129, -0.8196, -0.5054], [-3.7684, -1.4516, -0.2100], [-3.9764, -3.1410, 0.5811], [-5.6095, -3.1402, 1.5206], [-2.6509, -3.7376, 1.7326], [-4.1162, -4.4506, -0.7758], [-1.9791, 0.4261, -5.5289], [-0.5477, -0.5076, -5.0274], [-1.1719, 0.7693, -3.9806], [-3.5833, -2.1465, -5.8805], [-3.7963, -3.2847, -4.5348], [-2.2238, -3.1543, -5.3415], [-4.5121, 0.2378, -4.2590], [-3.9387, 0.4802, -2.6014], [-4.9533, -0.9223, -2.9997], [-0.6668, -2.2173, -2.5839], [-2.1862, -2.9413, -2.0500], [-4.2398, -1.4557, -1.1927], [-4.2418, -0.6701, 0.3817], [-5.5911, -2.3520, 2.2842], [-5.7957, -4.0932, 2.0248], [-6.4509, -2.9331, 0.8483], [-2.6445, -3.1679, 2.6605], [-1.6532, -3.6501, 1.2976], [-2.8263, -4.7915, 1.9864], [-4.7003, -4.0810, -1.6289], [-4.6193, -5.3469, -0.3898], [-3.1353, -4.7572, -1.1503], [-4.0720, -6.3341, 6.0299], [-3.4504, -5.0743, 5.9406], [-2.0614, -4.9675, 5.9545], [-1.4525, -3.7251, 5.8675], [-2.2281, -2.5771, 5.7804], [-3.6140, -2.6732, 5.8093], [-4.2197, -3.9140, 5.8900], [-1.4416, -0.9938, 5.6146], [-0.0561, -1.2382, 5.9419], [-2.1765, -0.0987, 6.4860], [-1.5246, -0.6095, 4.0748], [-2.4583, 0.1996, 3.5002], [-3.8798, 0.9185, 4.3081], [-4.3411, 1.6956, 2.8337], [-3.4392, 1.4274, 1.8767], [-2.3976, 0.5763, 2.2159], [-3.5057, -7.0940, 5.6955], [-4.9974, -6.3592, 5.6374], [-1.4593, -5.8692, 6.0241], [-0.3735, -3.6255, 5.8530], [-4.2127, -1.7692, 5.7583], [-5.3018, -3.9922, 5.9057], [-5.2114, 2.3316, 2.7771], [-3.4696, 1.8186, 0.8672], [6.1173, -0.9260, -3.5121], [4.9885, -0.4474, -2.0722], [6.2006, 0.3092, -0.8353], [4.4164, -2.0923, -1.3549], [3.0712, 0.8462, -2.5287], [0.8921, 0.2863, -1.4803], [3.9544, 3.0115, -2.5932], [4.3458, 3.8169, -0.9364], [2.8172, 4.2557, -3.4343], [5.5883, 3.0822, -3.5471], [2.8987, 0.4813, -4.8533], [2.3954, -1.3283, -5.0788], [4.2854, 0.7249, -6.1202], [1.5051, 1.5521, -5.5554], [6.9557, -1.5300, -3.1493], [6.5226, -0.0343, -4.0124], [5.5714, -1.5070, -4.2689], [7.1297, -0.2692, -0.7727], [5.7568, 0.3644, 0.1651], [6.4559, 1.3359, -1.1317], [5.2252, -2.6695, -0.8904], [3.9633, -2.7009, -2.1507], [3.6319, -1.9144, -0.6068], [3.4540, 3.8074, -0.2933], [4.6622, 4.8581, -1.0712], [5.1416, 3.2788, -0.4096], [1.8283, 4.2333, -2.9542], [2.6687, 4.0207, -4.4966], [3.2155, 5.2738, -3.3545], [6.3755, 2.5180, -3.0257], [5.9263, 4.1184, -3.6658], [5.4820, 2.6328, -4.5446], [3.2610, -1.9920, -4.9378], [1.9618, -1.5261, -6.0672], [1.6536, -1.5891, -4.3102], [5.2179, 0.2263, -5.8264], [4.5092, 1.7886, -6.2698], [3.9590, 0.3069, -7.0798], [0.7784, 1.7761, -4.7629], [0.9706, 1.0502, -6.3725], [1.8925, 2.5066, -5.9328]], "max_force_ev_per_a": 2.004, "e_tot_ev": -150518.2552, "lumo_ev": 3.7, "charge": -2, "de_lowest_ev": 1.351}


# 4
{"formula": "CH5IN2", "method": "ωB97M-V/def2-TZVPD", "elements": ["H", "N", "N", "C", "H", "H", "H", "I", "H"], "positions_angstrom": [[-2.1858, 0.3746, 0.3703], [-1.6326, 0.2296, -0.5264], [-0.7514, -0.5889, -0.5656], [-0.4825, -1.3297, 0.6278], [-1.0769, -2.2754, 0.6040], [0.6295, -1.4599, 0.7127], [-1.0143, -0.7610, 1.3744], [5.0203, -0.1570, 0.0112], [4.6566, -1.3475, 0.9243]], "max_force_ev_per_a": 2.705, "smiles": "[H]/N=N\\C.I", "e_tot_ev": -12196.6112, "lumo_ev": 0.7, "charge": 0, "de_lowest_ev": 0.969}


# 5
{"formula": "C27H43BrN2O2P2Pd", "method": "ωB97M-V/def2-TZVPD", "elements": ["C", "C", "C", "C", "N", "C", "C", "C", "C", "C", "C", "C", "C", "C", "Pd", "P", "H", "H", "H", "H", "H", "H", "H", "H", "C", "C", "H", "H", "H", "H", "H", "C", "C", "H", "H", "H", "H", "H", "C", "C", "H", "H", "H", "H", "H", "Br", "P", "C", "C", "H", "H", "H", "H", "H", "C", "C", "H", "H", "H", "H", "H", "C", "C", "H", "H", "H", "H", "H", "N", "C", "C", "O", "O", "H", "H", "H", "H", "H"], "positions_angstrom": [[-0.6649, 4.8856, -5.5922], [-0.7029, 3.7160, -6.3887], [-0.8197, 3.8430, -7.7844], [-0.9246, 5.1457, -8.3180], [-0.8746, 6.2389, -7.5518], [-0.7596, 6.1332, -6.2277], [-0.6268, 2.4051, -5.7371], [-0.6953, 1.9522, -4.4974], [-1.1385, 2.1216, -3.1396], [-0.3566, 1.6355, -2.0744], [-0.9904, 1.2601, -0.9020], [-2.3818, 1.4104, -0.7581], [-3.1244, 2.1055, -1.7259], [-2.5209, 2.3767, -2.9508], [-0.3524, 0.4997, -5.7330], [2.1768, -0.7635, -1.8768], [-0.8289, 2.9670, -8.4412], [-0.5396, 4.8174, -4.5064], [-1.0497, 5.2962, -9.3978], [-0.7363, 7.0603, -5.6457], [-3.1363, 2.6510, -3.8154], [0.7120, 1.4773, -2.1889], [-4.1722, 2.3602, -1.5821], [-0.4076, 0.7934, -0.1129], [1.9170, -2.1978, -0.7426], [2.8762, -3.3755, -0.7837], [0.8901, -2.5353, -0.9512], [1.8908, -1.7374, 0.2538], [2.6297, -4.0602, 0.0352], [2.7956, -3.9472, -1.7139], [3.9212, -3.0819, -0.6518], [3.1197, -1.5127, -3.2645], [3.5426, -0.4590, -4.2808], [2.4641, -2.2516, -3.7418], [3.9793, -2.0458, -2.8454], [3.8940, -0.9456, -5.2000], [2.6980, 0.1918, -4.5574], [4.3543, 0.1792, -3.9022], [3.4403, 0.2119, -0.9601], [4.8188, -0.3974, -0.7937], [2.9862, 0.3938, 0.0282], [3.5098, 1.1849, -1.4682], [5.4880, 0.3555, -0.3617], [4.8112, -1.2456, -0.1021], [5.2662, -0.7156, -1.7400], [-3.2348, 0.4935, 0.5934], [-2.0008, -2.0055, -4.5282], [-0.1626, -2.1145, -4.3284], [0.2796, -3.5825, -4.2160], [0.0954, -1.5356, -3.4247], [0.3064, -1.6427, -5.2198], [1.3660, -3.6612, -4.0945], [-0.1868, -4.0961, -3.3676], [0.0058, -4.1341, -5.1246], [-2.3195, -2.3706, -2.7293], [-3.7447, -2.8158, -2.4441], [-2.0814, -1.4417, -2.1910], [-1.6196, -3.1383, -2.3846], [-3.9159, -2.8288, -1.3627], [-4.4990, -2.1591, -2.8860], [-3.9234, -3.8306, -2.8159], [-2.9077, -0.4087, -4.4725], [-3.4214, 0.0531, -5.8334], [-2.1687, 0.2847, -4.0721], [-3.7164, -0.4789, -3.7345], [-3.0236, 1.0572, -6.0676], [-3.1116, -0.6412, -6.6271], [-4.5205, 0.1027, -5.8278], [0.2153, 1.9715, 3.9707], [-0.1728, 1.3568, 2.6845], [1.1713, 0.8630, 2.1237], [2.1975, 1.1116, 2.8192], [1.1049, 0.2691, 1.0200], [1.2700, 1.8279, 4.0130], [-0.2780, 1.5187, 4.7388], [-0.0466, 2.9572, 3.9705], [-0.8589, 0.5239, 2.8409], [-0.6165, 2.1005, 2.0217]], "max_force_ev_per_a": 4.493, "s_squared": 6.060, "spin_multiplicity": 5, "e_tot_ev": -127822.8899, "lumo_ev": [-11.9, -14.7], "charge": 4}